C72H172O40P4 | the ωB97M-V functional and the def2-TZVPD basis

Atoms and positions in Å:
1 P -5.002000 -7.686012 1.790486
2 P 5.854200 9.332108 -0.326294
3 P -1.249240 -4.128512 11.309706
4 P -0.704380 0.557718 0.182716
5 O -4.793600 -6.972292 0.347136
6 O 11.985870 -3.020862 13.503796
7 O 3.177760 1.236618 -10.247524
8 O 1.872760 7.146458 -9.844124
9 O -0.446230 -3.154122 12.347526
10 O -2.069390 2.647978 -13.065904
11 O 4.435800 9.999218 -0.842824
12 O 6.457460 10.197428 0.927326
13 O 9.536340 -3.932312 12.153836
14 O 0.224480 0.468678 1.510636
15 O -2.212360 -5.080402 12.193776
16 O -13.299180 2.107068 1.466166
17 O -0.973310 -2.743282 -6.940054
18 O -8.079190 0.038618 3.054556
19 O -6.728530 1.703178 5.132736
20 O -1.523390 1.783068 0.085416
21 O 1.773240 7.728598 -12.538264
22 O 0.362730 0.472898 -1.049674
23 O 5.997270 -0.359122 2.850296
24 O -0.104010 6.209408 -6.892924
25 O 5.208880 1.657378 4.873876
26 O 4.942560 -2.973382 2.458896
27 O 5.839300 7.908278 0.048246
28 O 0.918880 2.039688 -11.978154
29 O -10.040850 -1.946002 4.130736
30 O -0.038190 -6.083582 -7.733394
31 O -3.879420 -8.640492 2.043776
32 O -10.890180 -1.094522 -1.467494
33 O -13.509550 0.056578 -0.839354
34 O 8.131270 -2.810312 9.819166
35 O -0.434160 -4.988652 10.422946
36 O -6.518940 -8.321422 1.734236
37 O -4.988470 -6.408312 2.812306
38 O 7.754720 -2.061122 -3.030814
39 O 5.195570 -3.805352 -2.937344
40 O 6.902650 9.654818 -1.505644
41 O -2.838100 -0.473642 -7.042574
42 O -2.237060 -3.063042 10.549696
43 O -1.445470 -0.892222 0.255656
44 O 7.600860 0.619058 -4.301804
45 C 1.046190 1.701628 -1.406404
46 C 4.304230 2.517118 5.563856
47 C -12.120840 -1.505312 -2.014924
48 C 2.676160 0.401368 -11.297764
49 C 1.637800 9.007518 -13.135184
50 C 10.628730 -2.788672 14.028116
51 C -14.498970 0.266678 0.133176
52 C -8.197120 -1.275292 2.590556
53 C 3.029440 7.525958 -11.927394
54 C 1.373400 6.200528 -8.856044
55 C 1.117380 -0.587602 1.703836
56 C 7.971220 -2.490632 8.460576
57 C -3.154960 -5.818782 4.212366
58 C -2.672990 -1.456862 8.767756
59 C 6.522840 -1.167822 1.820726
60 C -3.655440 0.356318 -6.384684
61 C 2.123560 9.620108 -0.554854
62 C 7.195170 10.976858 -1.857614
63 C -1.510240 -0.432332 -6.619094
64 C 0.092320 6.772488 -8.231464
65 C -0.164790 -3.735722 -7.545974
66 C -14.410770 1.763828 0.647056
67 C 4.053150 -2.986052 -2.648724
68 C -5.043180 -7.198982 -1.938404
69 C 0.197080 -3.753522 13.433396
70 C -12.089950 2.388698 0.668496
71 C 2.064640 1.334088 -2.381074
72 C -0.693230 -1.445742 -7.356734
73 C -6.888140 1.922948 3.737166
74 C -7.939130 1.259258 5.822746
75 C -6.825950 0.694718 2.884536
76 C 6.300260 -2.644802 2.227406
77 C 8.828560 -1.178612 -3.315494
78 C -4.242590 -7.667392 -0.751674
79 C 4.674040 -4.211292 3.099166
80 C 8.460120 0.290298 -3.185414
81 C 8.689680 10.981338 -2.194684
82 C 0.364100 2.939478 -12.924204
83 C 7.434800 2.024668 -4.396384
84 C 3.424110 9.199158 -1.269114
85 C 2.049140 1.307358 -12.403244
86 C 1.074480 -0.690312 3.249546
87 C 2.968520 6.666838 -10.705124
88 C 6.799750 -2.221552 -4.118324
89 C -9.863410 -0.898802 -2.412624
90 C -7.518300 -7.559242 1.076696
91 C -1.291720 6.579418 -6.254974
92 C -4.412310 -5.942172 12.119446
93 C 8.056570 -4.215182 10.193766
94 C -2.282490 1.633348 -12.107204
95 C -2.399500 -1.157012 -0.728354
96 C 5.597500 10.562998 1.954296
97 C 9.656530 -3.846722 13.536906
98 C 6.198430 11.510038 3.008756
99 C -13.288490 -1.351392 -1.067464
100 C 3.686560 0.666608 -9.076684
101 C 5.922310 -3.524192 -4.124794
102 C -8.878720 -7.624502 1.860576
103 C 12.718880 -1.819822 13.456246
104 C -1.023720 3.472378 -12.587914
105 C -11.468670 -2.033452 4.216496
106 C -3.941170 -5.507362 2.908886
107 C 1.524370 -4.481872 13.055866
108 C 5.096120 1.822218 3.436276
109 C 6.066540 1.015538 2.529826
110 C -0.415260 -7.366842 -7.206824
111 C -9.642020 -1.869852 2.771906
112 C -0.550840 -5.080232 -6.939864
113 C -1.761160 -1.923742 9.868026
114 C -2.992910 -6.092682 11.566666
115 C -1.635180 -2.108882 -1.600364
116 C 8.346010 -4.569912 11.700526
117 H -3.375330 -5.460252 1.978446
118 H -10.269410 -0.614502 -3.383424
119 H 7.112890 1.318948 2.564416
120 H -1.639860 -5.120402 -6.916844
121 H -12.077940 -2.581532 -2.182284
122 H 1.660900 0.908788 -3.299894
123 H 8.193230 -1.426942 8.374686
124 H 8.994160 10.272128 -2.964374
125 H -8.782800 1.947728 5.774346
126 H -9.640900 -7.220712 1.194136
127 H -2.180580 6.162548 -6.728524
128 H -6.034100 2.524838 3.426616
129 H -15.518830 0.090668 -0.208884
130 H 4.556870 3.567708 5.420576
131 H -2.443590 -0.422322 8.512376
132 H 5.775960 1.154988 1.488576
133 H 5.940520 -1.080662 0.903436
134 H 9.256170 10.704178 -1.305644
135 H 4.417560 2.269968 6.619406
136 H -2.611010 2.120468 -11.189114
137 H 1.742690 -1.442612 3.668636
138 H 7.487590 -4.401502 12.350796
139 H -3.907070 -5.910812 4.995916
140 H -6.035720 -7.645712 -1.880324
141 H 1.402630 -5.264152 12.306656
142 H -7.911720 -1.484352 1.559566
143 H 8.715890 -3.708762 14.070076
144 H 2.357750 9.136608 -13.943334
145 H 6.846450 2.415528 -3.566224
146 H 0.131950 -1.081722 3.632346
147 H 1.865140 10.599108 -0.958424
148 H 2.858300 0.659218 -2.060514
149 H -0.179200 -5.130522 -5.916414
150 H -11.682490 1.469458 0.247686
151 H -2.548940 -6.723712 4.168276
152 H -2.159110 -2.368042 -2.520364
153 H 6.971630 11.684448 -1.059204
154 H -5.166080 -6.615392 11.711146
155 H -9.260980 -1.802032 -2.509344
156 H -11.674910 -2.275352 5.259106
157 H 1.412860 2.093438 -0.457644
158 H -3.219710 -1.686072 -0.243124
159 H -2.601860 -1.995382 7.822756
160 H -14.619800 2.359678 -0.241414
161 H 8.450570 -5.648482 11.818256
162 H 2.667610 5.644468 -10.933874
163 H -6.667880 0.880098 1.822116
164 H 6.637130 11.283398 -2.742334
165 H 5.206080 -5.100872 2.761996
166 H 6.994350 -2.989782 2.993786
167 H -4.770230 -4.916582 12.029146
168 H 0.648580 9.220418 -13.540404
169 H -7.652620 1.084308 6.859766
170 H 2.275980 -3.775282 12.703846
171 H 5.286030 9.650088 2.461916
172 H -3.220220 0.584358 -5.411714
173 H -9.167190 -0.089672 -2.191974
174 H 3.402050 -2.813822 -3.505764
175 H 8.397960 2.497128 -4.589254
176 H 6.739220 2.283968 -5.194534
177 H -12.272850 -1.025032 -2.981534
178 H 4.094850 1.692198 3.025616
179 H 3.437350 -0.251852 -11.724364
180 H 9.300020 0.979198 -3.095474
181 H 0.375600 -1.235762 -7.316734
182 H 1.843490 0.725758 -13.301884
183 H -8.318640 0.322928 5.413676
184 H 3.253420 -0.295672 -8.803744
185 H -1.431710 -0.700772 -5.565594
186 H 4.356480 -1.965382 -2.415664
187 H 1.900330 -5.012032 13.930896
188 H 2.819500 2.017148 -12.704624
189 H 7.568110 -0.927072 1.626946
190 H -6.031310 0.043038 3.247796
191 H -4.253500 -4.466332 2.991396
192 H -1.150220 4.407688 -13.133144
193 H -2.793580 -0.291242 -1.260564
194 H -14.432570 -0.487152 0.917666
195 H 5.328160 -3.592362 -5.036084
196 H -4.439310 -6.058322 13.202906
197 H 6.672560 -4.304022 -4.255534
198 H 0.127910 7.845648 -8.418964
199 H 7.226120 11.209228 3.212376
200 H 6.975700 -2.622072 8.036576
201 H 3.471460 8.489988 -11.675654
202 H 6.598580 -3.258982 1.377776
203 H 2.080180 -0.391992 1.231756
204 H -3.646510 1.245308 -7.015314
205 H 6.143390 12.547008 2.677426
206 H 0.209250 -8.132262 -7.667494
207 H 1.759200 9.715538 -12.315374
208 H 9.923210 -4.868882 13.805546
209 H -1.411220 7.633418 -6.004174
210 H -12.967660 -1.817782 -0.135984
211 H -0.652410 -1.738622 -1.892224
212 H 10.164320 -1.858952 13.699386
213 H 12.216160 -1.064592 12.852106
214 H 3.622660 -4.461832 2.958006
215 H -4.659280 -0.067842 -6.406564
216 H -1.288020 6.080338 -5.285944
217 H 1.122400 5.231898 -9.288304
218 H 7.099760 -4.659912 9.920206
219 H 0.387060 2.473158 -13.909144
220 H 0.854830 -1.536322 1.235766
221 H -4.401370 -8.744762 -0.705244
222 H -3.094030 0.943818 -12.339714
223 H -11.302640 2.781228 1.312046
224 H -11.839660 -2.871262 3.626126
225 H 2.070110 6.068328 -8.028264
226 H 6.122080 -1.380672 -3.970764
227 H -12.252820 3.088078 -0.151534
228 H -0.331950 -3.763552 -8.622724
229 H 7.308160 -2.281932 -5.080604
230 H 3.368430 9.234818 -2.357114
231 H 1.940080 -0.284872 -10.879004
232 H -1.031960 -1.365842 -8.389674
233 H -3.012000 -5.947702 10.486516
234 H -0.799820 6.483118 -8.786844
235 H -9.697280 -2.883322 2.374496
236 H 2.310860 9.578438 0.518136
237 H -5.297110 -6.139122 -1.920764
238 H 3.883480 6.611278 -10.115324
239 H -7.499230 -1.679332 3.323906
240 H -4.661480 -7.493252 -2.916064
241 H 4.707370 0.437938 -9.382904
242 H 8.590890 -3.040142 7.751946
243 H 5.380360 2.861158 3.269146
244 H 8.782430 -4.768562 9.597946
245 H 4.744770 11.043938 1.475076
246 H -7.264360 -6.521072 0.862626
247 H -1.106470 0.574008 -6.730234
248 H 9.714960 -1.438402 -2.736784
249 H 3.471050 -3.415232 -1.833204
250 H 1.119810 3.706108 -13.095344
251 H -7.694120 -8.001162 0.095936
252 H 1.319100 8.937618 -0.828994
253 H -3.160220 -7.540282 -0.772044
254 H 10.732410 -2.861192 15.110746
255 H -2.480940 -5.056392 4.602966
256 H -7.780030 2.531398 3.587496
257 H 3.287950 2.261958 5.263576
258 H -2.657900 -7.103012 11.801436
259 H 3.720210 1.374848 -8.248824
260 H 5.711390 11.612858 3.978446
261 H 2.526450 2.259928 -2.724074
262 H -0.775240 -2.201682 9.495446
263 H -9.117000 -8.680332 1.989236
264 H -14.175450 -1.852412 -1.455254
265 H 9.160280 -1.302602 -4.346364
266 H 0.875640 -3.505132 -7.316974
267 H 0.329820 -2.924512 14.128536
268 H -12.011120 -1.089302 4.167346
269 H -0.374110 -7.495972 -6.125284
270 H -10.365550 -1.176712 2.342776
271 H -0.443880 -4.473072 13.942816
272 H 4.856460 -4.061652 4.163326
273 H 12.813390 -1.417502 14.464866
274 H 3.691730 7.119118 -12.691564
275 H 3.550010 8.169518 -0.934314
276 H 1.227300 0.279758 3.722526
277 H -1.461970 -7.452432 -7.498684
278 H 8.021000 0.432408 -2.197954
279 H 8.972460 11.968248 -2.560944
280 H 13.744430 -1.968492 13.118206
281 H -1.162780 3.673668 -11.525724
282 H -3.715490 -1.427902 9.084736
283 H -8.921760 -7.114022 2.822676
284 H -1.492620 -2.959872 -0.934344
285 H -15.271520 1.958998 1.286676
286 H 0.392030 2.367858 -1.968814
287 H -1.612690 -1.097512 10.563296
288 H -1.414150 0.988078 -11.974124

Atoms 1-6, force components in eV/Å:
2.02 -0.29 -0.12
0.89 -0.36 0.29
-0.18 -0.01 -0.81
0.85 0.18 0.45
-0.72 0.18 1.86
-1.48 0.27 -0.14

Computed properties:
- SMILES string = CCOP(=O)(OCC)OCC.CCOP(=O)(OCC)OCC.CCOP(=O)(OCC)OCC.CCOP(=O)(OCC)OCC.COCCOCCOC.COCCOCCOC.COCCOCCOC.COCCOCCOC.COCCOCCOC.COCCOCCOC.COCCOCCOC.COCCOCCOC
- max |F| (eV/Å) = 4.683
- total energy (Ha) = -7221.18194
- LUMO energy (eV) = 0.1
- Kohn-Sham gap (hartree) = 0.34637
- highest occupied orbital energy (eV) = -9.3662